163
Properties=species:S:1:pos:R:3:lowdin_charge:R:1 method="wB97M-V/def2-TZVPD" spin_multiplicity=2 gap_ha="0.312 / 0.123"
C -0.310 3.266 0.927 -0.084
C 0.826 2.294 0.578 -0.190
C 0.193 0.950 0.102 -0.114
N 1.215 -0.213 -0.062 -0.208
C 2.229 0.306 -1.092 0.035
C 0.443 -1.475 -0.487 -0.078
C 1.400 -2.616 -0.134 -0.127
C 1.953 -2.084 1.218 -0.129
C 1.757 -0.616 1.306 -0.086
H -0.990 3.218 0.076 0.054
H 0.065 4.269 1.128 0.081
H -0.897 2.905 1.772 0.074
H 1.370 2.080 1.498 0.106
H 1.470 2.704 -0.200 0.106
H -0.175 1.061 -0.918 0.092
H -0.702 0.610 0.624 0.116
H 2.810 1.192 -0.835 0.088
H 1.561 0.494 -1.932 0.086
H 2.885 -0.530 -1.336 0.105
H 0.262 -1.387 -1.558 0.104
H -0.459 -1.466 0.125 0.125
H 2.129 -2.795 -0.924 0.069
H 0.944 -3.590 -0.314 0.091
H 3.013 -2.335 1.200 0.096
H 1.547 -2.633 2.067 0.113
H 2.607 0.024 1.540 0.106
H 0.926 -0.405 1.978 0.127
C 4.938 -5.045 0.329 -0.548
F 3.713 -5.405 0.745 0.122
F 5.487 -4.276 1.331 0.126
F 5.717 -6.139 0.307 0.138
S 4.795 -4.157 -1.391 0.604
O 5.118 -2.819 -1.090 -0.133
O 5.789 -4.754 -2.315 -0.084
O 3.402 -4.361 -1.916 -0.198
C 5.439 1.620 2.745 -0.603
F 5.790 1.348 4.028 0.103
F 4.173 2.036 2.736 0.112
F 6.296 2.487 2.170 0.109
S 5.527 -0.056 1.737 0.474
O 4.869 -1.091 2.537 -0.340
O 4.835 0.370 0.500 -0.383
O 6.896 -0.407 1.502 -0.314
O 1.888 -8.968 -4.072 -0.286
S 2.618 -9.093 -2.835 0.616
O 3.910 -8.499 -2.615 -0.272
O 1.588 -8.584 -1.715 -0.267
C 1.669 -7.248 -1.326 -0.279
C 0.410 -6.838 -0.450 -0.028
C 2.581 -10.845 -2.326 -0.100
H 1.643 -6.562 -2.173 0.099
H 2.630 -7.159 -0.819 0.100
H -0.451 -6.558 -1.057 0.066
H 0.746 -5.910 0.014 0.055
H 0.340 -7.611 0.315 0.074
H 1.571 -11.235 -2.200 0.075
H 3.147 -10.976 -1.404 0.069
H 3.212 -11.273 -3.105 0.065
O -1.671 -3.678 -4.493 -0.305
S -0.626 -4.260 -3.651 0.694
O -0.657 -4.147 -2.171 -0.315
O -0.374 -5.884 -4.046 -0.270
C -0.664 -6.330 -5.382 -0.275
C -1.989 -7.092 -5.664 -0.046
C 0.965 -3.560 -4.156 -0.085
H 0.077 -7.109 -5.563 0.109
H -0.384 -5.524 -6.060 0.109
H -2.022 -7.877 -4.908 0.080
H -1.997 -7.644 -6.603 0.080
H -2.742 -6.309 -5.572 0.070
H 1.144 -3.873 -5.184 0.070
H 1.684 -3.907 -3.413 0.042
H 0.809 -2.489 -4.288 0.058
O 7.508 2.843 -3.236 -0.311
S 6.729 3.803 -2.429 0.666
O 7.121 5.177 -2.322 -0.286
O 5.106 3.737 -2.900 -0.269
C 4.629 2.424 -3.369 -0.254
C 3.165 2.572 -3.821 -0.073
C 6.576 3.200 -0.746 -0.124
H 4.761 1.594 -2.675 0.106
H 5.194 2.098 -4.242 0.110
H 3.067 3.317 -4.610 0.079
H 2.431 2.810 -3.051 0.062
H 2.909 1.609 -4.262 0.074
H 7.571 3.198 -0.299 0.081
H 6.227 2.169 -0.790 0.051
H 5.962 3.956 -0.256 0.075
O -2.114 1.202 -2.361 -0.305
S -1.869 0.073 -3.248 0.712
O -0.544 -0.288 -3.645 -0.300
O -2.566 -1.305 -2.453 -0.274
C -3.672 -1.062 -1.644 -0.348
C -4.092 -2.383 -1.139 -0.056
C -2.998 0.044 -4.836 -0.043
H -4.461 -0.606 -2.242 0.113
H -3.454 -0.330 -0.866 0.106
H -3.353 -2.679 -0.393 0.069
H -4.122 -3.139 -1.923 0.092
H -5.055 -2.432 -0.630 0.089
H -2.643 -0.656 -5.592 0.063
H -2.932 1.016 -5.325 0.060
H -3.994 -0.222 -4.483 0.053
C -2.390 -6.275 2.075 -0.082
C -2.078 -5.565 3.451 -0.255
C -1.158 -4.393 3.504 -0.217
C -1.574 -3.217 2.557 -0.200
C -2.829 -2.366 2.978 -0.209
C -2.675 -0.855 2.586 -0.107
H -3.255 -6.908 2.272 0.067
H -1.609 -6.967 1.759 0.052
H -2.611 -5.505 1.336 0.053
H -3.005 -5.242 3.924 0.101
H -1.717 -6.468 3.944 0.099
H -0.181 -4.680 3.114 0.102
H -1.012 -3.940 4.485 0.113
H -0.665 -2.621 2.474 0.075
H -1.700 -3.593 1.542 0.083
H -3.804 -2.646 2.581 0.099
H -2.927 -2.418 4.063 0.096
H -2.874 -0.794 1.516 0.036
H -3.497 -0.268 2.996 0.068
H -1.742 -0.303 2.707 0.056
C 0.519 4.881 4.834 -0.103
C -0.400 6.121 4.844 -0.290
C 0.366 7.409 5.116 -0.219
C -0.670 8.553 5.258 -0.236
C -0.206 9.896 5.827 -0.237
C -0.022 9.712 7.376 -0.117
H -0.004 4.204 4.157 0.054
H 0.827 4.612 5.844 0.077
H 1.388 5.224 4.273 0.065
H -0.842 6.166 3.848 0.101
H -1.170 6.001 5.606 0.105
H 1.102 7.548 4.324 0.111
H 0.954 7.243 6.018 0.106
H -1.249 8.708 4.348 0.106
H -1.441 8.207 5.946 0.098
H 0.767 10.157 5.410 0.097
H -0.853 10.763 5.699 0.097
H -0.946 9.704 7.953 0.068
H 0.342 8.729 7.675 0.053
H 0.772 10.376 7.720 0.064
C -7.278 8.356 -1.394 -0.106
C -7.554 7.478 -0.139 -0.246
C -6.330 6.627 0.304 -0.261
C -5.744 5.709 -0.714 -0.222
C -4.695 4.720 -0.039 -0.248
C -3.689 4.164 -1.090 -0.119
H -7.314 7.763 -2.308 0.060
H -6.324 8.873 -1.298 0.076
H -8.144 8.945 -1.698 0.062
H -7.781 8.120 0.711 0.094
H -8.367 6.757 -0.225 0.098
H -6.489 6.126 1.259 0.109
H -5.597 7.388 0.572 0.107
H -6.485 5.104 -1.237 0.114
H -5.226 6.282 -1.483 0.103
H -4.053 5.131 0.740 0.098
H -5.240 3.886 0.403 0.096
H -3.164 5.080 -1.363 0.079
H -3.219 3.306 -0.610 0.046
H -4.235 3.714 -1.919 0.065


179
Properties=species:S:1:pos:R:3:lowdin_charge:R:1 method="wB97M-V/def2-TZVPD" relative_energy_kj_mol=180.3 spin_multiplicity=7 gap_ha="0.105 / 0.267" total_charge=-1
Ti -4.879 -9.601 -21.723 0.267
Ti -1.618 -10.387 -23.463 0.453
Cl -5.515 -6.811 -22.303 -0.401
Cl -4.370 -9.944 -24.341 -0.191
O -1.836 -10.269 -18.997 0.065
C -2.888 -10.190 -19.871 -0.768
O -2.819 -10.720 -21.029 -0.133
O -3.857 -9.475 -19.566 -0.087
H -2.357 -9.771 -18.363 0.076
C 0.367 -7.827 -23.122 -0.070
C -0.947 -7.764 -22.384 -0.460
C -1.014 -6.515 -21.512 -0.121
O 0.132 -6.539 -20.607 -0.230
C 0.283 -5.656 -19.528 -0.102
N -2.054 -7.835 -23.371 0.032
H 0.516 -8.728 -23.717 0.043
H 1.258 -7.864 -22.495 0.077
H 0.431 -6.964 -23.785 0.086
H -1.022 -8.636 -21.734 0.088
H -1.832 -6.637 -20.802 0.125
H -1.028 -5.609 -22.118 0.134
H 1.238 -5.896 -19.062 0.066
H -0.480 -5.908 -18.791 0.078
H 0.413 -4.589 -19.706 0.087
H -1.855 -7.105 -24.040 0.085
H -2.857 -7.474 -22.876 -0.001
C -4.532 -5.088 -16.785 -0.074
C -3.663 -5.806 -17.917 -0.333
C -2.911 -7.111 -17.332 -0.201
O -1.833 -6.743 -16.508 -0.175
C -1.238 -7.934 -15.989 -0.102
N -4.600 -6.207 -19.004 0.032
H -5.133 -4.239 -17.113 0.060
H -3.897 -4.668 -16.005 0.055
H -5.251 -5.762 -16.320 0.057
H -2.976 -5.041 -18.277 0.114
H -2.552 -7.769 -18.123 0.089
H -3.679 -7.686 -16.815 0.118
H -0.738 -8.652 -16.638 0.073
H -1.976 -8.549 -15.475 0.082
H -0.551 -7.598 -15.212 0.084
H -4.798 -7.163 -19.261 0.017
H -4.558 -5.663 -19.854 0.010
C -1.950 -12.945 -25.784 -0.077
C -0.860 -12.044 -26.215 -0.453
C -0.609 -12.019 -27.724 -0.200
O 0.603 -11.386 -28.033 -0.186
C 1.191 -11.707 -29.302 -0.097
N -1.054 -10.691 -25.750 -0.010
H -2.911 -12.700 -26.236 0.088
H -2.065 -12.886 -24.702 0.048
H -1.795 -13.975 -26.106 0.083
H 0.039 -12.311 -25.659 0.117
H -1.464 -11.664 -28.298 0.137
H -0.424 -13.039 -28.061 0.117
H 2.131 -11.213 -29.548 0.085
H 0.556 -11.722 -30.188 0.083
H 1.481 -12.756 -29.259 0.075
H -0.445 -10.138 -26.335 0.085
H -1.958 -10.463 -26.138 0.060
C -3.761 -15.023 -22.711 -0.064
C -5.287 -14.951 -22.641 -0.449
C -5.865 -14.069 -23.780 -0.170
O -7.285 -14.300 -23.865 -0.223
C -7.900 -13.459 -24.854 -0.097
N -5.802 -16.268 -22.661 0.040
H -3.132 -15.231 -23.576 0.069
H -3.482 -15.944 -22.200 0.059
H -3.288 -14.254 -22.100 0.075
H -5.653 -14.504 -21.717 0.116
H -5.422 -14.326 -24.743 0.121
H -5.744 -13.011 -23.547 0.103
H -7.616 -13.804 -25.848 0.084
H -7.656 -12.423 -24.617 0.073
H -8.990 -13.459 -24.842 0.079
H -5.488 -16.542 -23.581 0.074
H -6.796 -16.136 -22.782 0.065
C 2.297 -11.783 -23.633 -0.031
C 1.107 -12.511 -22.973 -0.402
C 1.496 -13.624 -21.979 -0.144
O 0.319 -14.352 -21.471 -0.218
C -0.047 -15.537 -22.152 -0.098
N 0.216 -11.591 -22.293 0.025
H 2.559 -12.048 -24.658 0.076
H 3.051 -11.848 -22.849 0.075
H 2.172 -10.710 -23.777 0.065
H 0.601 -12.998 -23.807 0.105
H 2.062 -13.291 -21.109 0.105
H 2.045 -14.432 -22.462 0.115
H 0.659 -16.305 -21.837 0.081
H 0.163 -15.351 -23.205 0.082
H -1.060 -15.879 -21.941 0.075
H -0.369 -12.125 -21.666 0.068
H 0.644 -10.968 -21.622 0.036
C -2.255 -12.172 -15.583 -0.045
C -3.705 -12.080 -16.204 -0.426
C -3.871 -13.257 -17.227 -0.206
O -5.146 -13.221 -17.757 -0.246
C -5.395 -13.851 -19.032 -0.062
N -4.613 -12.324 -15.165 0.056
H -1.868 -13.087 -15.135 0.081
H -2.123 -11.571 -14.684 0.059
H -1.665 -11.764 -16.404 0.053
H -3.910 -11.182 -16.788 0.118
H -3.642 -14.185 -16.702 0.124
H -3.165 -13.213 -18.056 0.125
H -5.038 -13.210 -19.838 0.074
H -6.457 -13.921 -19.270 0.084
H -5.091 -14.892 -18.924 0.095
H -4.645 -11.493 -14.593 0.085
H -5.479 -12.423 -15.674 0.045
C -9.485 -10.490 -22.816 -0.064
C -8.538 -9.954 -21.764 -0.406
C -9.031 -10.286 -20.306 -0.239
O -10.286 -9.826 -20.083 -0.191
C -10.480 -9.265 -18.785 -0.082
N -7.214 -10.440 -21.996 -0.006
H -10.490 -10.176 -22.533 0.073
H -9.498 -11.580 -22.805 0.072
H -9.183 -10.142 -23.804 0.082
H -8.610 -8.869 -21.847 0.144
H -8.216 -10.008 -19.638 0.094
H -9.160 -11.324 -19.998 0.127
H -11.513 -8.958 -18.620 0.081
H -10.007 -8.284 -18.815 0.096
H -10.205 -10.015 -18.043 0.073
H -7.010 -10.239 -22.964 0.033
H -7.314 -11.444 -21.960 0.070
C -7.411 -8.858 -16.808 -0.017
C -6.763 -10.243 -16.816 -0.460
C -7.686 -11.326 -16.371 -0.220
O -7.765 -11.381 -14.922 -0.174
C -8.825 -12.314 -14.590 -0.101
N -6.281 -10.517 -18.134 0.089
H -7.341 -8.417 -15.813 0.078
H -8.441 -8.918 -17.161 0.050
H -6.787 -8.221 -17.434 0.072
H -5.982 -10.369 -16.066 0.108
H -7.304 -12.268 -16.763 0.109
H -8.641 -11.264 -16.892 0.108
H -8.749 -12.297 -13.503 0.079
H -8.740 -13.360 -14.883 0.088
H -9.780 -11.834 -14.803 0.082
H -5.728 -11.362 -18.133 0.041
H -5.767 -9.716 -18.472 0.045
C 1.775 -11.491 -18.992 -0.018
C 1.334 -10.020 -18.882 -0.407
C 2.244 -8.911 -18.538 -0.213
O 2.797 -9.011 -17.262 -0.184
C 3.534 -7.874 -16.937 -0.119
N 0.612 -9.659 -20.098 0.060
H 2.123 -11.927 -18.056 0.068
H 2.697 -11.508 -19.573 0.077
H 0.949 -11.992 -19.497 0.074
H 0.578 -10.017 -18.096 0.103
H 1.649 -7.999 -18.501 0.107
H 3.042 -8.721 -19.256 0.138
H 3.885 -7.978 -15.911 0.091
H 2.859 -7.019 -16.886 0.081
H 4.286 -7.569 -17.664 0.089
H 0.325 -8.691 -20.135 0.056
H -0.264 -10.154 -20.015 0.038
C 0.555 -9.792 -10.690 -0.067
C 0.397 -10.933 -11.755 -0.453
C 0.715 -10.390 -13.195 -0.206
O 0.622 -11.443 -14.124 -0.188
C 1.291 -11.218 -15.368 -0.081
N 1.148 -12.015 -11.282 0.030
H -0.284 -9.100 -10.759 0.070
H 1.558 -9.366 -10.653 0.072
H 0.324 -10.334 -9.773 0.067
H -0.661 -11.182 -11.675 0.135
H 1.722 -9.980 -13.123 0.113
H 0.162 -9.469 -13.383 0.112
H 1.801 -10.255 -15.381 0.075
H 0.608 -11.419 -16.193 0.063
H 2.086 -11.955 -15.486 0.084
H 2.142 -11.847 -11.340 0.079
H 1.026 -12.800 -11.906 0.075